*1*
One molecule with the formula C24H29N3O4S, computed with ωB97M-V/def2-TZVPD.

Structure (ORCA input):
```
! RIJCOSX wB97M-V def2-TZVPD def2/J DEFGRID3
* xyz 0 1
C -2.27920 -0.21885 -4.86203
C -0.90084 0.03619 -4.24984
C -0.11075 -1.24748 -3.99948
O -0.95520 0.91215 -3.12411
C -1.61253 0.65176 -1.97005
C -2.25590 -0.52467 -1.59569
C -2.85183 -0.62499 -0.35098
C -2.81892 0.42386 0.55621
C -3.38463 0.24514 1.94032
N -2.45398 -0.50357 2.77203
C -2.56724 -1.83483 2.93334
O -3.53347 -2.48098 2.59314
C -1.39027 -2.50947 3.65715
N -0.12864 -1.83863 3.52449
C 0.71288 -1.50742 4.55302
C 1.87116 -0.97860 4.07278
C 1.76486 -0.97719 2.65462
C 2.60949 -0.58266 1.61696
C 2.14351 -0.70111 0.32985
S 3.20281 -0.20449 -1.03318
O 4.54873 -0.58721 -0.72071
O 2.61196 -0.68870 -2.24863
N 3.19978 1.46080 -1.14396
C 1.90379 2.07850 -1.30766
C 1.46708 2.49683 0.10540
C 2.78806 2.70378 0.86575
C 3.88009 2.18616 -0.09361
C 0.89030 -1.23380 0.03041
C 0.05288 -1.67110 1.03240
C 0.49153 -1.52675 2.34542
C -2.18940 1.60312 0.17806
C -1.61145 1.72047 -1.06604
H -2.15537 -0.67211 -5.84183
H -2.81122 0.72300 -4.97769
H -2.88369 -0.88172 -4.25012
H -0.32458 0.64596 -4.95850
H 0.11281 -1.71181 -4.95645
H -0.66412 -1.96348 -3.39835
H 0.83130 -1.02077 -3.50275
H -2.30197 -1.37465 -2.25460
H -3.35203 -1.54278 -0.07662
H -4.30779 -0.33780 1.90963
H -3.57534 1.21108 2.41394
H -1.57455 -0.05558 2.98047
H -1.64661 -2.57387 4.71870
H -1.32883 -3.53275 3.26691
H 0.41479 -1.67814 5.57012
H 2.70443 -0.63183 4.64949
H 3.60642 -0.21958 1.80629
H 1.22791 1.37715 -1.79098
H 2.02202 2.95527 -1.95179
H 0.86377 3.40187 0.08377
H 0.87582 1.70338 0.56335
H 2.78741 2.14775 1.80209
H 2.95399 3.75475 1.09743
H 4.60781 1.52329 0.37045
H 4.41722 3.02214 -0.55222
H 0.60973 -1.31549 -1.00588
H -0.90547 -2.10919 0.80381
H -2.16175 2.44149 0.85995
H -1.13677 2.63814 -1.37396
*
```

Results
SMILES ... CC(C)Oc1ccc(CNC(=O)Cn2ccc3cc(S(=O)(=O)N4CCCC4)ccc32)cc1
HOMO-LUMO gap ... 9.034 eV
HOMO level ... -8.5 eV
Molecular weight ... 455.58 g/mol


*2*
One molecule with the formula C24H29N3O4S, computed with ωB97M-V/def2-TZVPD.

Structure (ORCA input):
```
! RIJCOSX wB97M-V def2-TZVPD def2/J DEFGRID3
* xyz 0 1
C -1.24786 4.63738 -0.37559
C 0.05639 3.77090 -0.34910
N -0.02475 2.41348 -0.33093
C -1.18439 1.69668 -0.50457
C -1.20224 0.50006 -0.98318
C -2.59927 -0.08092 -1.17253
O -3.49129 0.74544 -1.10373
N -2.66392 -1.52058 -1.08890
C -3.84073 -1.94063 -0.96862
C -4.68263 -1.90586 -2.44352
C -4.60630 -1.84355 0.40540
C -4.00542 -2.22790 1.58283
C -2.89797 -1.11682 1.77615
C -1.34120 -1.73734 1.91755
C -0.35179 -0.94931 2.27641
C -0.52117 0.36081 2.49726
C -1.91247 1.10566 2.27396
C -3.13100 0.24321 2.13070
C -0.05353 -0.32103 -0.86727
O 0.07855 -1.60383 -0.99308
C 1.14908 0.60030 -0.36854
C 2.27811 -0.22419 -0.26751
C 3.55292 0.13971 0.10687
S 5.10611 -0.53134 0.49846
O 6.08575 0.30952 0.81137
O 4.67933 -1.53462 1.55811
N 4.98816 -1.45787 -0.69290
C 5.55848 -0.63921 -1.90269
C 5.79998 -3.00215 -0.69093
C 3.56480 1.78674 0.42807
C 2.38665 2.41582 0.05601
C 1.13142 1.76689 -0.07334
H -1.91183 4.30076 0.23348
H -0.99822 5.79797 -0.35356
H -1.58516 4.43377 -1.50433
H 0.92909 4.35843 -0.58067
H 0.40099 4.08628 0.74755
H -1.98698 2.47646 -0.73344
H -1.79040 -1.95809 -1.01691
H -3.68040 -3.19428 -0.89269
H -4.97695 -0.84170 -2.07616
H -4.14993 -2.14324 -3.13439
H -5.73259 -2.38168 -2.15031
H -5.76669 -2.24675 0.46189
H -5.01213 -0.74479 0.22576
H -4.63445 -1.89647 2.58336
H -3.63593 -3.18509 1.46403
H -1.19707 -2.79142 1.87047
H 0.63284 -1.32657 2.39545
H 0.36498 1.21807 2.60144
H -2.09625 2.10719 2.50791
H -3.97464 0.62890 1.98263
H 2.37714 -1.27970 -0.34974
H 6.55494 -0.42168 -1.67853
H 4.95939 0.32277 -2.23707
H 5.51143 -1.29066 -2.89336
H 6.91618 -2.53862 -0.71120
H 5.38726 -3.27656 0.37055
H 5.53806 -3.52135 -1.43310
H 4.42883 2.11723 0.77236
H 2.47067 3.33536 0.38640
*
```

Results
SMILES ... CCn1cc(C(=O)N[C@H](C)CCc2ccccc2)c(=O)c2cc(S(=O)(=O)N(C)C)ccc21
HOMO-LUMO gap ... 7.604 eV
HOMO level ... -7.8 eV
Molecular weight ... 455.58 g/mol


The most stable of them is *1*.


*1*
One molecule with the formula C8H12N2S, computed with ωB97M-V/def2-TZVPD.

Structure (ORCA input):
```
! RIJCOSX wB97M-V def2-TZVPD def2/J DEFGRID3
* xyz 0 1
C 0.48182 -1.18928 -0.10022
C 2.02835 0.29586 1.55726
C 0.08768 -2.62145 0.06383
C -0.30899 -3.64309 0.79602
C 0.23673 -2.18601 -1.34008
C -0.65870 -0.09846 -0.09377
C -0.94491 0.46803 -1.44290
C 0.98680 2.24084 2.56510
N -0.36836 0.99940 0.95580
N 0.96617 0.95975 1.78748
S 2.18170 -0.59719 0.03748
H -0.33749 -3.83156 1.92561
H -0.77648 -4.56014 0.53643
H -0.67926 -1.85937 -1.70869
H 1.14664 -2.43140 -1.92274
H -1.58344 -0.55287 0.34076
H -1.45028 1.41363 -1.35624
H -1.55928 -0.09691 -2.11225
H -0.04096 0.64990 -1.97060
H 2.06870 2.52236 2.83360
H 0.47436 2.96220 1.93392
H 0.50359 2.32994 3.63896
H -0.93836 0.78923 1.77610
*
```

Results
HOMO-LUMO gap ... 8.621 eV
HOMO level ... -7.8 eV
Molecular weight ... 168.27 g/mol


*2*
A 2-piece molecular cluster, C8H12N2S overall, computed with ωB97M-V/def2-TZVPD.

Structure (ORCA input):
```
! RIJCOSX wB97M-V def2-TZVPD def2/J DEFGRID3
* xyz 0 1
C 3.19128 -2.13638 0.24807
C 2.42983 -1.25753 0.93905
C 3.43558 -0.27339 -0.75093
C 1.94189 1.08618 0.72055
C -2.68613 0.33101 -1.51826
C -2.73637 -0.87275 0.70594
C -1.91951 1.45719 0.54986
C -2.41963 0.38555 -0.04380
N 3.81588 -1.50145 -0.80248
N 2.57170 -0.03135 0.30303
S 2.18769 2.45709 -0.23996
H 3.35078 -3.18216 0.41812
H 1.79818 -1.36697 1.79476
H 3.74496 0.50222 -1.42525
H -2.63376 1.32117 -1.96585
H -1.94996 -0.30840 -2.00704
H -3.67124 -0.09215 -1.71330
H -3.76730 -1.17271 0.52224
H -2.08953 -1.68346 0.36776
H -2.59445 -0.73830 1.77512
H -1.69265 2.35462 -0.00006
H -1.72075 1.47512 1.60788
H 1.41351 3.24683 0.51456
*
```

Results
HOMO-LUMO gap ... 8.672 eV
HOMO level ... -8.9 eV
Molecular weight ... 168.27 g/mol


The most stable of them is *2*.